Entry from the Open Molecules 2025 dataset: a cluster of 11 separate species, C33H59N13O30 in total (ωB97M-V with the def2-TZVPD basis set).

The calculation puts the HOMO-LUMO gap at 8.4 eV. As for the energy: -4260.87029 a.u. Its SMILES is CC(=O)OCc1c(COCOCCO)c(O)c2c(c1OC#N)C(=O)N(CCCCN(C)C(C)=O)C2=O.C[N+](=O)[O-].C[N+](=O)[O-].C[N+](=O)[O-].C[N+](=O)[O-].C[N+](=O)[O-].C[N+](=O)[O-].C[N+](=O)[O-].C[N+](=O)[O-].C[N+](=O)[O-].C[N+](=O)[O-]. The spin multiplicity is 1.

Bonds (Å) are listed after each position.
Geometry (Å):
1 C 3.89544 -3.36001 2.47217  C2 1.495, H37 1.083, H38 1.087, H39 1.084
2 C 2.69614 -2.84760 1.74090  C1 1.495, O3 1.192, O4 1.386
3 O 1.57359 -3.18512 1.95524  C2 1.192
4 O 2.97497 -1.94317 0.72841  C2 1.386, C5 1.435
5 C 2.59530 -0.59448 1.03653  O4 1.435, C6 1.512, H40 1.085, H41 1.082
6 C 1.53235 -0.15029 0.05796  C5 1.512, C7 1.409, C19 1.400
7 C 1.82410 0.05752 -1.30490  C6 1.409, C8 1.512, C15 1.410
8 C 3.21792 -0.11262 -1.86672  C7 1.512, O9 1.411, H42 1.085, H43 1.093
9 O 3.26493 -0.99861 -2.96404  C8 1.411, C10 1.396
10 C 3.53908 -2.32336 -2.61844  O9 1.396, O11 1.400, H44 1.099, H45 1.093
11 O 4.62017 -2.80068 -3.36933  C10 1.400, C12 1.423
12 C 4.82821 -4.19231 -3.16012  O11 1.423, C13 1.519, H46 1.090, H47 1.092
13 C 6.24930 -4.47339 -2.70295  C12 1.519, O14 1.414, H48 1.095, H49 1.087
14 O 7.22620 -3.69383 -3.36532  C13 1.414, H50 0.960
15 C 0.78476 0.44437 -2.17638  C7 1.410, O16 1.373, C17 1.388
16 O 1.03802 0.62879 -3.51293  C15 1.373, H51 0.966
17 C -0.49787 0.63960 -1.68395  C15 1.388, C18 1.382, C35 1.491
18 C -0.77082 0.46685 -0.34054  C17 1.382, C19 1.376, C23 1.500
19 C 0.22763 0.06501 0.51677  C6 1.400, C18 1.376, O20 1.428
20 O -0.07781 -0.12343 1.89883  C19 1.428, C21 1.296
21 C 0.28369 0.89228 2.61833  O20 1.296, N22 1.144
22 N 0.67728 1.73030 3.28984  C21 1.144
23 C -2.21717 0.79312 -0.11553  C18 1.500, O24 1.199, N25 1.382
24 O -2.76657 0.97931 0.93390  C23 1.199
25 N -2.76527 0.89001 -1.38053  C23 1.382, C26 1.460, C35 1.409
26 C -4.09747 1.44334 -1.60474  N25 1.460, C27 1.520, H52 1.086, H53 1.088
27 C -5.04641 0.40974 -2.18845  C26 1.520, C28 1.543, H54 1.090, H55 1.087
28 C -5.56955 -0.60751 -1.15304  C27 1.543, C29 1.521, H56 1.079, H57 1.086
29 C -5.11625 -2.00552 -1.54350  C28 1.521, N30 1.475, H58 1.089, H59 1.092
30 N -5.69217 -3.06185 -0.69065  C29 1.475, C31 1.485, C32 1.400
31 C -4.94249 -4.33197 -0.86452  N30 1.485, H60 1.085, H61 1.088, H62 1.086
32 C -7.04737 -3.26721 -0.97400  N30 1.400, C33 1.504, O34 1.211
33 C -7.74291 -4.35703 -0.20527  C32 1.504, H63 1.085, H64 1.088, H65 1.084
34 O -7.66769 -2.60511 -1.77537  C32 1.211
35 C -1.76515 1.03596 -2.36192  C17 1.491, N25 1.409, O36 1.194
36 O -1.96127 1.39073 -3.48543  C35 1.194
37 H 3.76197 -3.16915 3.52943  C1 1.083
38 H 3.98162 -4.42109 2.25428  C1 1.087
39 H 4.79271 -2.85783 2.12965  C1 1.084
40 H 3.46427 0.03305 0.86681  C5 1.085
41 H 2.25495 -0.49654 2.05903  C5 1.082
42 H 3.94249 -0.37769 -1.10332  C8 1.085
43 H 3.54040 0.86017 -2.24566  C8 1.093
44 H 2.63276 -2.91015 -2.82244  C10 1.099
45 H 3.77036 -2.41933 -1.55502  C10 1.093
46 H 4.61189 -4.70078 -4.09993  C12 1.090
47 H 4.15692 -4.58097 -2.39131  C12 1.092
48 H 6.42971 -5.52992 -2.92569  C13 1.095
49 H 6.35446 -4.38559 -1.62460  C13 1.087
50 H 7.49169 -4.16943 -4.15615  O14 0.960
51 H 1.41213 1.50828 -3.65600  O16 0.966
52 H -4.04812 2.33094 -2.22884  C26 1.086
53 H -4.48488 1.76436 -0.64052  C26 1.088
54 H -4.53315 -0.08790 -3.01186  C27 1.090
55 H -5.88559 0.95545 -2.61254  C27 1.087
56 H -6.64727 -0.56503 -1.18025  C28 1.079
57 H -5.24307 -0.35923 -0.14698  C28 1.086
58 H -4.03131 -2.03833 -1.45247  C29 1.089
59 H -5.39590 -2.18744 -2.58347  C29 1.092
60 H -5.58066 -5.14974 -1.18357  C31 1.085
61 H -4.44046 -4.63111 0.05352  C31 1.088
62 H -4.17724 -4.21616 -1.62613  C31 1.086
63 H -8.58921 -3.93091 0.32243  C33 1.085
64 H -8.15009 -5.05330 -0.93594  C33 1.088
65 H -7.09209 -4.89680 0.47312  C33 1.084
66 C 5.34856 1.78834 3.43302  N67 1.489, H70 1.083, H71 1.086, H72 1.087
67 N 5.54557 0.72291 2.41217  C66 1.489, O68 1.210, O69 1.218
68 O 5.78772 -0.40068 2.79036  N67 1.210
69 O 5.44356 1.06005 1.24643  N67 1.218
70 H 5.46712 1.34443 4.41363  C66 1.083
71 H 6.09678 2.55388 3.24797  C66 1.086
72 H 4.34673 2.18699 3.29648  C66 1.087
73 C -7.81005 2.18845 1.94510  N74 1.494, H77 1.080, H78 1.083, H79 1.085
74 N -7.57343 1.20860 0.84298  C73 1.494, O75 1.213, O76 1.215
75 O -7.29489 0.06450 1.13565  N74 1.213
76 O -7.67673 1.62857 -0.29296  N74 1.215
77 H -7.69195 1.67186 2.88566  C73 1.080
78 H -7.08346 2.98504 1.83789  C73 1.083
79 H -8.81968 2.56653 1.82415  C73 1.085
80 C 2.41055 -2.15088 -6.03468  N81 1.488, H84 1.081, H85 1.085, H86 1.086
81 N 2.43476 -3.13414 -7.15130  C80 1.488, O82 1.214, O83 1.213
82 O 2.68572 -4.29101 -6.88322  N81 1.214
83 O 2.19947 -2.70748 -8.26249  N81 1.213
84 H 2.63702 -2.67112 -5.11445  C80 1.081
85 H 3.15961 -1.39456 -6.24528  C80 1.085
86 H 1.41512 -1.71759 -6.00505  C80 1.086
87 C 1.58501 2.64017 -6.79412  N88 1.488, H91 1.083, H92 1.085, H93 1.086
88 N 2.74229 3.40485 -6.25476  C87 1.488, O89 1.215, O90 1.212
89 O 2.86142 3.48197 -5.04791  N88 1.215
90 O 3.49872 3.90567 -7.05888  N88 1.212
91 H 1.00972 2.26339 -5.95693  C87 1.083
92 H 0.99346 3.31871 -7.40051  C87 1.085
93 H 1.98023 1.82961 -7.39907  C87 1.086
94 C -7.43635 3.03542 6.39394  N95 1.491, H98 1.081, H99 1.086, H100 1.083
95 N -8.20725 3.36952 5.16224  C94 1.491, O96 1.211, O97 1.220
96 O -9.41193 3.24665 5.19014  N95 1.211
97 O -7.58072 3.75025 4.18686  N95 1.220
98 H -8.13092 2.72227 7.16019  C94 1.081
99 H -6.74784 2.23714 6.13226  C94 1.086
100 H -6.89538 3.92417 6.69462  C94 1.083
101 C 6.45653 -4.10736 6.84541  N102 1.489, H105 1.083, H106 1.085, H107 1.085
102 N 5.52986 -3.76948 5.72984  C101 1.489, O103 1.214, O104 1.213
103 O 4.33708 -3.86987 5.93199  N102 1.214
104 O 6.03500 -3.41185 4.68659  N102 1.213
105 H 5.86432 -4.40535 7.70175  C101 1.083
106 H 7.09374 -4.91638 6.50264  C101 1.085
107 H 7.04341 -3.21944 7.05800  C101 1.085
108 C -3.05692 0.00722 5.08346  N109 1.486, H112 1.082, H113 1.086, H114 1.086
109 N -3.49831 1.24189 5.78374  C108 1.486, O110 1.208, O111 1.219
110 O -3.56020 2.27034 5.15246  N109 1.208
111 O -3.78123 1.13243 6.96438  N109 1.219
112 H -2.85385 0.25799 4.05080  C108 1.082
113 H -2.16819 -0.35285 5.59409  C108 1.086
114 H -3.86463 -0.71466 5.16179  C108 1.086
115 C -4.83841 2.09686 9.90467  N116 1.487, H119 1.084, H120 1.085, H121 1.084
116 N -5.78655 3.24293 9.91219  C115 1.487, O117 1.208, O118 1.220
117 O -5.63618 4.12358 10.72471  N116 1.208
118 O -6.66279 3.21006 9.06375  N116 1.220
119 H -4.10216 2.24278 10.68617  C115 1.084
120 H -5.41705 1.19443 10.07411  C115 1.085
121 H -4.38318 2.08228 8.92072  C115 1.084
122 C 5.59376 4.98465 -8.91655  N123 1.489, H126 1.083, H127 1.085, H128 1.082
123 N 6.86003 4.63376 -9.61724  C122 1.489, O124 1.213, O125 1.214
124 O 7.70602 5.49570 -9.73219  N123 1.213
125 O 6.95870 3.49591 -10.02767  N123 1.214
126 H 5.65071 6.02226 -8.61067  C122 1.083
127 H 4.77996 4.82277 -9.61573  C122 1.085
128 H 5.50229 4.32870 -8.06133  C122 1.082
129 C 5.58895 3.81721 -0.97663  N130 1.489, H133 1.084, H134 1.086, H135 1.086
130 N 6.29253 4.92263 -0.26981  C129 1.489, O131 1.211, O132 1.215
131 O 6.08424 6.05749 -0.63840  N130 1.211
132 O 7.03118 4.60324 0.64029  N130 1.215
133 H 4.96783 4.24463 -1.75508  C129 1.084
134 H 6.34641 3.16086 -1.39374  C129 1.086
135 H 4.99444 3.29247 -0.23450  C129 1.086



Entry from the Open Molecules 2025 dataset: a cluster of 7 separate species, C33H59NO9S9 in total (ωB97M-V with the def2-TZVPD basis set).

The calculation puts the HOMO-LUMO gap at 7.2 eV. As for the energy: -5607.41356 a.u. The spin multiplicity is 1.

Bonds (Å) are listed after each position.
Geometry (Å):
1 C 2.97136 -3.30931 0.90550  C2 1.661, H29 1.170, H30 1.171, H31 1.184
2 C 3.87704 -2.70209 -0.34704  C1 1.661, C3 1.639, H32 1.172, H33 1.189
3 C 2.95735 -2.01697 -1.51864  C2 1.639, S4 1.882, O5 1.500, C9 1.640
4 S 1.45647 -2.93316 -2.19014  C3 1.882, H34 1.405
5 O 3.88256 -2.07917 -2.69778  C3 1.500, C6 1.500
6 C 3.62177 -0.77674 -3.39451  O5 1.500, O7 1.336, O8 1.489
7 O 3.43163 -0.55676 -4.69852  C6 1.336
8 O 3.61150 0.15626 -2.23448  C6 1.489, C9 1.500
9 C 2.51245 -0.44255 -1.40788  C3 1.640, O8 1.500, C10 1.640, H35 1.192
10 C 2.18967 0.22688 0.05412  C9 1.640, C11 1.666, H36 1.171, H37 1.193
11 C 0.58077 0.64417 0.17075  C10 1.666, C12 1.641, H38 1.173, H39 1.194
12 C -0.09950 0.24457 1.60936  C11 1.641, S13 1.874, H40 1.176, H41 1.194
13 S -0.51201 -1.57456 1.78823  C12 1.874, C14 1.875
14 C -2.36049 -1.88902 1.79115  S13 1.875, S15 1.720, N16 1.514
15 S -3.32168 -1.08569 2.96946  C14 1.720
16 N -3.09869 -2.77925 0.81472  C14 1.514, C17 1.512, C23 1.512
17 C -2.33587 -4.03940 0.47186  N16 1.512, C18 1.671, C22 1.639
18 C -1.68795 -4.88090 1.76258  C17 1.671, C19 1.644, H42 1.193
19 C -0.81239 -6.25152 1.52128  C18 1.644, C20 1.659, H43 1.185
20 C -0.55407 -6.83581 -0.00965  C19 1.659, C21 1.657, H44 1.183
21 C -1.21938 -6.05582 -1.31179  C20 1.657, C22 1.668, H45 1.183
22 C -2.10018 -4.66887 -1.02340  C17 1.639, C21 1.668, H46 1.173
23 C -3.42005 -1.93334 -0.39713  N16 1.512, C24 1.639, C28 1.666
24 C -2.35032 -1.30798 -1.47042  C23 1.639, C25 1.667, H47 1.170
25 C -2.82646 -0.34574 -2.74578  C24 1.667, C26 1.668, H48 1.178
26 C -4.43837 0.03257 -2.94949  C25 1.668, C27 1.639, H49 1.186
27 C -5.49708 -0.61802 -1.87999  C26 1.639, C28 1.640, H50 1.186
28 C -5.02929 -1.56882 -0.62859  C23 1.666, C27 1.640, H51 1.180
29 H 3.60688 -3.41373 1.88283  C1 1.170
30 H 2.13623 -2.51591 1.11364  C1 1.171
31 H 2.41403 -4.30677 0.59377  C1 1.184
32 H 4.57723 -1.87050 0.08953  C2 1.172
33 H 4.47042 -3.63534 -0.78268  C2 1.189
34 H 1.05897 -3.97973 -1.34198  S4 1.405
35 H 1.61839 -0.39136 -2.19391  C9 1.192
36 H 2.57184 -0.38385 0.97707  C10 1.171
37 H 2.77223 1.26698 0.09010  C10 1.193
38 H 0.06030 0.14892 -0.75655  C11 1.173
39 H 0.42612 1.82086 0.04349  C11 1.194
40 H -1.04811 0.90561 1.82350  C12 1.176
41 H 0.70463 0.49583 2.45494  C12 1.194
42 H -1.84565 -4.50638 2.88446  C18 1.193
43 H -0.30980 -6.85378 2.40919  C19 1.185
44 H 0.08998 -7.79813 -0.25258  C20 1.183
45 H -1.05580 -6.44028 -2.41855  C21 1.183
46 H -2.52846 -4.12321 -1.96901  C22 1.173
47 H -1.20426 -1.52256 -1.37038  C24 1.170
48 H -2.08471 0.10386 -3.54342  C25 1.178
49 H -4.77430 0.74558 -3.83539  C26 1.186
50 H -6.64567 -0.34818 -2.00191  C27 1.186
51 H -5.86740 -1.96080 0.10366  C28 1.180
52 C -0.47461 2.70706 5.94802  S53 1.809, H56 1.093, H57 1.093, H58 1.093
53 S -0.98816 1.22567 5.04550  C52 1.809, O54 1.500, C55 1.809
54 O -1.55880 1.67304 3.73266  S53 1.500
55 C -2.37651 0.81902 6.13177  S53 1.809, H59 1.092, H60 1.092, H61 1.093
56 H 0.36986 3.15888 5.42220  C52 1.093
57 H -1.29888 3.42296 5.99131  C52 1.093
58 H -0.16428 2.43000 6.95830  C52 1.093
59 H -3.08249 1.65186 6.16386  C55 1.092
60 H -2.00348 0.60368 7.13576  C55 1.092
61 H -2.87934 -0.06688 5.73581  C55 1.093
62 C -6.05394 2.54956 2.67899  S63 1.809, H66 1.093, H67 1.093, H68 1.093
63 S -6.10941 2.47963 4.48586  C62 1.809, O64 1.500, C65 1.809
64 O -5.49356 1.17814 4.90556  S63 1.500
65 C -7.90500 2.29653 4.60906  S63 1.809, H69 1.092, H70 1.092, H71 1.093
66 H -5.00995 2.62726 2.36623  C62 1.093
67 H -6.49180 1.64221 2.25614  C62 1.093
68 H -6.60146 3.42849 2.33051  C62 1.093
69 H -8.22800 1.40527 4.06647  C65 1.092
70 H -8.39146 3.18394 4.19752  C65 1.092
71 H -8.17214 2.19492 5.66394  C65 1.093
72 C 3.37277 -2.12290 -7.40323  S73 1.809, H76 1.093, H77 1.093, H78 1.093
73 S 1.87513 -1.80651 -8.36746  C72 1.809, O74 1.500, C75 1.809
74 O 0.91292 -2.92151 -8.08425  S73 1.500
75 C 2.62291 -2.13041 -9.98263  S73 1.809, H79 1.092, H80 1.092, H81 1.093
76 H 3.13261 -2.01453 -6.34288  C72 1.093
77 H 3.73097 -3.13787 -7.59123  C72 1.093
78 H 4.14240 -1.39658 -7.67503  C72 1.093
79 H 3.02772 -3.14453 -10.01058  C75 1.092
80 H 3.41681 -1.40359 -10.16964  C75 1.092
81 H 1.85115 -2.02733 -10.74957  C75 1.093
82 C 0.64554 5.99532 9.94813  S83 1.809, H86 1.093, H87 1.093, H88 1.093
83 S 0.45183 5.26872 8.30274  C82 1.809, O84 1.500, C85 1.809
84 O 0.15329 3.81048 8.48640  S83 1.500
85 C 2.19237 5.41238 7.83078  S83 1.809, H89 1.092, H90 1.092, H91 1.093
86 H -0.32331 5.97569 10.45280  C82 1.093
87 H 1.36807 5.41739 10.52930  C82 1.093
88 H 0.98202 7.03043 9.85298  C82 1.093
89 H 2.81880 4.87097 8.54319  C85 1.092
90 H 2.47770 6.46662 7.80489  C85 1.092
91 H 2.31909 4.97958 6.83526  C85 1.093
92 C -2.36701 4.24325 2.54006  S93 1.809, H96 1.093, H97 1.093, H98 1.093
93 S -1.43899 5.51303 3.43404  C92 1.809, O94 1.500, C95 1.809
94 O -2.43525 6.40542 4.11258  S93 1.500
95 C -0.84618 6.38048 1.96131  S93 1.809, H99 1.092, H100 1.092, H101 1.093
96 H -2.86178 3.59684 3.26884  C92 1.093
97 H -3.11995 4.71080 1.90108  C92 1.093
98 H -1.67992 3.64615 1.93581  C92 1.093
99 H -1.69318 6.71517 1.35827  C95 1.092
100 H -0.20884 5.71319 1.37647  C95 1.092
101 H -0.26350 7.24829 2.28041  C95 1.093
102 C 7.00367 -0.99065 -10.82788  S103 1.809, H106 1.093, H107 1.093, H108 1.093
103 S 6.90193 -2.78364 -10.60961  C102 1.809, O104 1.500, C105 1.809
104 O 5.45567 -3.16823 -10.70817  S103 1.500
105 C 7.34610 -2.78220 -8.85588  S103 1.809, H109 1.092, H110 1.092, H111 1.093
106 H 6.72582 -0.74962 -11.85669  C102 1.093
107 H 6.31658 -0.49085 -10.14092  C102 1.093
108 H 8.02778 -0.65777 -10.64319  C102 1.093
109 H 6.63812 -2.17127 -8.29142  C105 1.092
110 H 8.35902 -2.39081 -8.73624  C105 1.092
111 H 7.31070 -3.81066 -8.48784  C105 1.093



Question: Which formula does entry 1 have?
Answer: C33H59N13O30



Question: Which value of energy does entry 2 give?
Answer: -5607.41356 a.u.



Question: Look up the spin multiplicity of the second one.
Answer: 1



Question: Which formula does entry 1 have?
Answer: C33H59N13O30